No. 1
DFT (wB97M-V/def2-TZVPD) results for a cluster of 2 separate species, C11H18N3S in total.

```
! RIJCOSX wB97M-V def2-TZVPD def2/J DEFGRID3
* xyz 1 1
C -2.844 -0.649 -0.331
C -1.356 -1.270 1.098
C -2.091 -2.391 0.822
C -0.393 2.759 0.534
C -0.062 2.682 1.820
C 0.194 1.761 -0.271
C 1.105 1.039 0.512
C -2.099 -3.792 1.315
C -0.001 1.669 -1.808
C 2.089 0.079 -0.052
C 3.186 0.940 -0.720
N -3.049 -1.943 -0.073
N -1.795 -0.225 0.309
N 4.215 0.166 -1.482
S 0.942 1.361 2.194
H -3.569 0.085 -0.890
H -0.876 3.599 0.057
H -0.581 3.065 2.672
H -3.813 -2.496 -0.546
H -3.081 -4.078 1.389
H -1.441 -4.466 0.675
H -1.760 -3.691 2.382
H -0.892 2.056 -2.141
H -0.011 0.682 -2.248
H 0.753 2.197 -2.411
H 1.607 -0.486 -0.736
H 2.435 -0.721 0.708
H 2.663 1.560 -1.458
H 3.697 1.663 0.031
H -1.421 0.706 0.275
H -0.486 -1.148 1.668
H 4.717 -0.488 -0.895
H 4.016 -0.225 -2.399
*
```

Values from the calculation:
* ΔE to the lowest compared entry with this formula, charge and spin: 8.4 kcal/mol

Atomic partial charges in e from the Löwdin method, atoms 1 to 5: -0.084 0.016 -0.243 -0.181 -0.408

=====

No. 2
DFT (wB97M-V/def2-TZVPD) results for a structure of composition BeFH10O5.

```
! RIJCOSX wB97M-V def2-TZVPD def2/J DEFGRID3
* xyz 1 1
Be 0.778 -0.366 -0.108
F -0.653 -0.228 0.376
O 0.890 0.318 -1.682
H 0.526 1.165 -1.808
H 1.679 0.264 -2.352
O -2.307 -0.049 2.305
H -1.620 0.002 1.627
H -2.070 -0.699 2.965
O -2.441 0.823 -1.304
H -2.905 1.374 -0.709
H -1.956 0.301 -0.632
O 1.701 0.753 0.849
H 2.344 1.223 0.281
H 1.067 1.433 1.115
O 1.658 -1.777 -0.097
H 1.086 -2.569 0.013
H 2.216 -1.972 -0.842
*
```

Values from the calculation:
* ΔE to the lowest compared entry with this formula, charge and spin: 16.3 kcal/mol

Atomic partial charges in e from the Löwdin method, atoms 1 to 5: 0.165 -0.229 0.088 0.093 0.201

=====

No. 3
DFT (wB97M-V/def2-TZVPD) results for a structure of composition C26H21AuN3PS2.

```
! RIJCOSX wB97M-V def2-TZVPD def2/J DEFGRID3
* xyz 2 1
Au -0.004 -0.296 -1.701
N 2.246 -2.044 -1.550
C 2.904 -1.434 -0.468
C 4.285 -1.260 -0.473
C 4.921 -0.694 0.618
C 4.198 -0.273 1.730
C 2.822 -0.384 1.734
C 2.169 -0.960 0.641
P 0.373 -0.956 0.577
C -0.292 -2.487 1.195
C -1.664 -2.550 1.484
C -2.188 -3.709 2.022
C -1.357 -4.800 2.260
C 0.000 -4.739 1.959
C 0.539 -3.590 1.411
C -0.248 0.386 1.586
C -0.687 0.149 2.892
C -1.081 1.222 3.671
C -1.067 2.511 3.152
C -0.641 2.745 1.850
C -0.228 1.686 1.065
H 1.691 -2.853 -1.306
H 2.861 -2.267 -2.321
H 4.861 -1.604 -1.324
H 5.998 -0.591 0.609
H 4.706 0.158 2.581
H 2.252 -0.019 2.579
H -2.302 -1.695 1.295
H -3.242 -3.765 2.256
H -1.771 -5.703 2.688
H 0.637 -5.590 2.160
H 1.597 -3.534 1.183
H -0.708 -0.854 3.296
H -1.404 1.051 4.689
H -1.389 3.339 3.770
H -0.627 3.752 1.456
H 0.111 1.856 0.051
S 0.970 3.987 -3.270
C 1.157 2.377 -2.756
N 0.050 1.690 -2.623
C -1.072 2.447 -2.941
C -2.398 2.022 -2.957
C -3.372 2.920 -3.344
C -3.048 4.232 -3.702
C -1.737 4.667 -3.691
C -0.753 3.760 -3.316
H 2.133 1.954 -2.566
H -2.661 1.011 -2.670
H -4.404 2.598 -3.376
H -3.828 4.918 -4.001
H -1.480 5.681 -3.965
S -1.468 -2.271 -1.954
C -2.744 -1.405 -1.317
N -3.615 -0.792 -0.867
*
```

Values from the calculation:
* ΔE to the lowest compared entry with this formula, charge and spin: 0.0 kcal/mol

Atomic partial charges in e from the Löwdin method, atoms 1 to 5: 0.780 0.068 -0.333 -0.005 -0.022

=====

No. 4
DFT (wB97M-V/def2-TZVPD) results for the molecule C6H11N.

```
! RIJCOSX wB97M-V def2-TZVPD def2/J DEFGRID3
* xyz 0 1
C -1.126 -1.527 0.822
C 0.650 1.563 -1.381
C -0.418 -0.697 -0.215
C -0.027 0.770 -0.294
N 1.270 -0.114 1.703
C 0.944 -0.242 0.279
C -1.388 0.323 -0.769
H 2.051 0.526 1.835
H 1.565 -1.011 2.086
H 1.778 -0.566 -0.340
H -0.489 -2.353 1.157
H -1.424 -0.937 1.696
H -2.029 -1.977 0.394
H -0.023 2.330 -1.778
H 0.971 0.925 -2.212
H 1.529 2.080 -0.982
H -2.234 0.644 -0.170
H -1.600 0.264 -1.831
*
```

Values from the calculation:
* ΔE to the lowest compared entry with this formula, charge and spin: 167.6 kcal/mol
* SMILES: C[C@@]12C[C@@]1(C)C2N

Atomic partial charges in e from the Löwdin method, atoms 1 to 5: -0.070 -0.068 -0.297 -0.309 0.049

=====

No. 5
DFT (wB97M-V/def2-TZVPD) results for a cluster of 3 separate species, C34H58F3N3O10 in total.

```
! RIJCOSX wB97M-V def2-TZVPD def2/J DEFGRID3
* xyz 0 1
C 2.015 4.250 -2.148
C 1.036 4.824 -3.190
C -0.034 3.823 -3.713
C -0.164 2.512 -2.921
C -1.520 1.844 -3.224
C -1.476 0.815 -4.360
C -2.924 0.426 -4.750
C -3.114 -1.078 -5.092
C -3.845 -1.784 -3.921
C -2.805 -2.090 -2.811
C -3.291 -1.650 -1.412
C -2.469 -2.387 -0.351
C -2.740 -1.970 1.103
C -2.666 -0.461 1.394
C -1.280 0.215 1.438
C -0.101 -0.573 0.858
N 1.197 -0.192 1.429
C 1.733 1.100 0.959
O 1.697 1.380 -0.246
O 2.180 1.820 1.891
C 1.255 -0.330 2.786
N 2.371 -0.661 3.373
C 2.493 -0.853 4.819
C 3.804 -0.256 5.374
C 3.846 1.231 5.143
F 4.842 1.686 4.369
C 2.963 2.082 5.646
F 2.957 3.361 5.314
F 2.050 1.742 6.542
C 3.579 -0.890 2.603
O 4.152 -2.123 3.002
C 4.492 -2.946 1.892
C 5.808 -2.530 1.214
C 5.629 -1.630 -0.011
N 0.100 -0.166 3.523
C -0.515 -1.446 3.967
C -0.808 0.730 2.825
O -1.851 1.169 3.669
H 2.837 4.951 -1.997
H 1.506 4.196 -1.187
H 2.399 3.273 -2.422
H 1.621 5.186 -4.039
H 0.546 5.686 -2.736
H -1.008 4.317 -3.698
H 0.181 3.634 -4.768
H 0.673 1.848 -3.131
H -0.148 2.751 -1.858
H -1.856 1.314 -2.325
H -2.262 2.600 -3.487
H -1.019 1.276 -5.243
H -0.866 -0.054 -4.119
H -3.289 1.034 -5.578
H -3.558 0.648 -3.887
H -2.133 -1.549 -5.145
H -3.630 -1.252 -6.037
H -4.225 -2.749 -4.259
H -4.636 -1.159 -3.510
H -1.849 -1.607 -2.995
H -2.619 -3.165 -2.760
H -4.368 -1.756 -1.279
H -3.030 -0.589 -1.340
H -1.422 -2.310 -0.647
H -2.712 -3.452 -0.433
H -2.088 -2.564 1.751
H -3.751 -2.309 1.342
H -3.238 0.023 0.603
H -3.259 -0.286 2.293
H -1.362 1.128 0.844
H -0.037 -0.352 -0.207
H -0.177 -1.658 0.932
H 2.532 -1.928 4.991
H 1.671 -0.401 5.361
H 4.684 -0.771 5.002
H 3.751 -0.415 6.453
H 4.296 -0.086 2.768
H 3.371 -0.941 1.539
H 3.674 -3.056 1.173
H 4.669 -3.941 2.302
H 6.494 -2.106 1.945
H 6.251 -3.463 0.856
H 6.622 -1.423 -0.419
H 5.191 -0.657 0.213
H 5.080 -2.122 -0.813
H -0.276 -1.663 5.005
H -1.592 -1.340 3.858
H -0.236 -2.267 3.305
H -0.201 1.610 2.595
H -2.109 2.027 3.322
C 0.145 4.649 5.807
C -0.570 3.343 6.066
O -1.867 3.779 6.487
C -2.073 5.023 5.984
O -3.111 5.595 6.009
O -0.931 5.522 5.447
H 0.874 4.584 5.005
H 0.634 5.042 6.701
H -0.678 2.736 5.167
H -0.096 2.746 6.838
C -3.182 -5.372 -7.699
C -2.630 -4.103 -8.305
O -2.137 -3.401 -7.161
C -1.882 -4.317 -6.192
O -1.310 -4.084 -5.179
O -2.369 -5.537 -6.536
H -3.092 -6.232 -8.358
H -4.224 -5.269 -7.388
H -1.800 -4.291 -8.988
H -3.387 -3.516 -8.820
*
```

Values from the calculation:
* total energy: -2546.52840 Eh

Atomic partial charges in e from the Löwdin method, atoms 1 to 5: -0.122 -0.247 -0.209 -0.215 -0.211

=====

no.,maximum force (hartree/bohr)
1,0.079
2,0.082
3,0.030
4,0.126
5,0.064